1.
Entry from the OMol25 dataset: a molecular structure, C16H14CdF9IN2O (wB97M-V/def2-TZVPD).

Structure (XYZ):
```
44
C16H14CdF9IN2O (wB97M-V/def2-TZVPD)
C -0.15407 1.63448 1.03034
C -0.81236 -0.47835 1.28753
H 0.76630 1.63929 1.64332
H -1.00170 1.85031 1.71702
H -0.06015 2.42666 0.27942
H -0.73627 -1.48307 0.85716
H -0.29206 -0.46616 2.26856
H -1.87616 -0.26029 1.51396
C 1.28628 2.02867 -2.20679
C 0.40751 3.03115 -2.59958
C -0.68808 2.69046 -3.39847
C -0.83858 1.36537 -3.80711
H 2.11199 2.21596 -1.52215
H 0.59195 4.05325 -2.27908
H -1.42361 3.44387 -3.66662
H -1.66515 1.04946 -4.43957
N 1.16901 0.76479 -2.65630
C 0.08987 0.39867 -3.39421
C -0.01855 -1.03058 -3.72386
N 0.99418 -1.81815 -3.26922
C 0.96943 -3.15042 -3.48056
C -1.14786 -2.97786 -4.61471
C -0.08199 -3.75869 -4.15736
H 1.81376 -3.72108 -3.08887
H -0.06280 -4.83175 -4.30896
C -1.09964 -1.59792 -4.41374
H -1.88156 -0.93628 -4.77842
H -1.99156 -3.43782 -5.12933
Cd 2.71358 -0.83152 -2.24456
I 4.83707 -0.96412 -0.69593
F -1.21213 -1.87876 5.80461
C 0.01155 -1.29338 5.69010
F 0.74477 -1.63171 6.79868
F 0.64376 -1.83890 4.59746
C -0.14064 0.17501 5.55711
O -0.26235 0.41009 0.32599
C -1.48711 0.79174 5.52762
F -2.20300 0.52060 6.66138
F -1.38132 2.14534 5.40581
F -2.22857 0.34223 4.45662
C 1.06489 1.02634 5.43650
F 2.18651 0.26463 5.56400
F 1.12269 1.65938 4.21113
F 1.09614 2.00355 6.39496
```

Its HOMO energy is -5.42 eV. For the largest force on an atom, the calculation gives 3.1 eV Å⁻¹. The calculation puts the energy relative to the best compared isomer or geometry (same formula, charge and spin) at 0.0 kcal/mol. For the frontier orbital gap, the calculation gives 2.75 eV.

2.
Entry from the OMol25 dataset: a molecular structure, C16H14F5Y (wB97M-V/def2-TZVPD).

Structure (XYZ):
```
36
C16H14F5Y (wB97M-V/def2-TZVPD)
Y 1.04144 -0.64184 0.95466
C 0.70896 0.02258 -2.29538
C -0.69907 -0.37118 -2.31788
C -1.20339 -1.13430 -3.51949
C -0.84799 -1.12555 -1.02217
C -1.48457 -0.56413 0.09987
C -1.58537 -1.20923 1.35438
C -0.94245 -2.45307 1.54746
C -0.96053 -3.11536 2.87863
C -0.17579 -2.95825 0.53175
C -0.09101 -2.29096 -0.72809
H 0.93776 0.71347 -3.08477
H 1.43100 -0.76463 -2.42155
H 0.93246 0.65745 -1.40909
H -1.25380 0.57129 -2.17698
H -0.86017 -2.20630 -3.62881
H -0.89142 -0.64097 -4.41679
H -2.27330 -1.21245 -3.58129
H -2.05052 0.33620 -0.08398
H -2.12667 -0.68736 2.08906
H -1.55449 -4.03958 2.73010
H -1.41713 -2.51880 3.66783
H 0.11366 -3.36957 3.16019
H 0.34941 -3.89523 0.67217
H 0.39817 -2.73774 -1.58632
F -0.09124 2.79879 -1.25552
C 0.57061 2.85073 -0.09376
C 0.84081 1.66316 0.62663
C 1.44186 1.98616 1.82063
F 1.69870 0.80328 2.62754
C 1.81319 3.18367 2.28894
F 2.39176 3.36369 3.47625
C 1.70622 4.30462 1.48726
F 2.15965 5.41082 1.86815
C 1.05643 4.12756 0.29349
F 0.91684 5.14301 -0.55313
```

Its HOMO energy is -15.72 eV. For the largest force on an atom, the calculation gives 2.8 eV Å⁻¹. The calculation puts the energy relative to the best compared isomer or geometry (same formula, charge and spin) at 2.8 kcal/mol. For the frontier orbital gap, the calculation gives 6.84 eV. Its net charge is +2.

3.
Entry from the OMol25 dataset: a molecular structure, C16H14FMoN2O5S3 (wB97M-V/def2-TZVPD).

Structure (XYZ):
```
42
C16H14FMoN2O5S3 (wB97M-V/def2-TZVPD)
Mo -2.98649 -0.95170 -0.18820
C 1.36665 0.00359 -0.90842
C -0.05839 -0.37101 -1.14807
N -0.93424 -0.30444 -0.15365
N -0.38443 0.19723 1.03023
C -0.94188 -0.27107 2.07731
S -2.27976 -1.40880 1.99951
S -0.51604 0.13980 3.70219
C 0.55457 1.59852 3.49879
C 1.95503 1.33516 3.02643
C 2.44531 1.99707 1.90824
C 3.76265 1.81837 1.50769
C 4.59356 0.96557 2.21707
C 4.10985 0.30473 3.33947
C 2.80046 0.49684 3.74751
C -0.41663 -0.84559 -2.47264
C 0.55984 -1.17262 -3.42937
C 0.19560 -1.54239 -4.70635
C -1.14659 -1.56634 -5.08221
C -2.13961 -1.24931 -4.17384
C -1.75153 -0.92819 -2.88256
O -2.71961 -0.67748 -1.97467
H 1.44670 0.78178 -0.15836
H 1.84817 0.31511 -1.82911
H 1.89438 -0.86867 -0.50872
H 0.55349 1.98297 4.52118
H 0.03780 2.32638 2.87604
H 1.79992 2.67856 1.36436
H 4.14207 2.35475 0.64743
H 5.62188 0.82969 1.90990
H 4.75931 -0.34927 3.90582
H 2.43204 -0.01176 4.63131
H 1.60716 -1.15269 -3.16711
H 0.95983 -1.80705 -5.42321
H -1.41850 -1.84497 -6.09127
H -3.18890 -1.26785 -4.43041
O -5.83239 0.77799 1.50867
S -5.29097 0.33870 0.28786
O -5.90615 0.55474 -0.96466
O -4.83347 -1.20061 0.36155
O -3.74208 0.77173 0.15480
F -2.95860 -2.77746 -0.53053
```

Its HOMO energy is -11.97 eV. For the largest force on an atom, the calculation gives 1.0 eV Å⁻¹. The calculation puts the energy relative to the best compared isomer or geometry (same formula, charge and spin) at 7.4 kcal/mol. For the frontier orbital gap, the calculation gives 5.41 eV. Its net charge is +1.

4.
Entry from the OMol25 dataset: a molecular structure, C16H14GdN2O8S (wB97M-V/def2-TZVPD).

Structure (XYZ):
```
42
C16H14GdN2O8S (wB97M-V/def2-TZVPD)
Gd 0.04523 -0.40056 1.15684
O 0.72750 3.39912 3.55369
C 0.42747 2.20778 3.09954
O 0.01987 1.98432 1.97813
C 0.57339 1.09476 4.09530
C 0.99371 1.24668 5.40586
C 1.03839 0.11825 6.21090
C 0.67966 -1.11216 5.67923
C 0.29313 -1.17254 4.34891
N 0.23475 -0.08411 3.58469
C -0.14797 -2.40204 3.59274
O 0.05110 -3.59494 4.09127
O -0.69886 -2.25732 2.52133
H 0.61288 4.06786 2.86337
H 1.26876 2.22295 5.77900
H 1.34202 0.19806 7.24537
H 0.68950 -1.99343 6.30757
H 0.60404 -3.61266 4.88095
C -2.11613 0.62165 -7.01094
C -1.69645 0.38977 -5.58886
C -2.61862 0.46183 -4.54785
C -2.23156 0.25144 -3.23500
C -0.90232 -0.03724 -2.97956
C 0.04480 -0.10994 -3.99282
C -0.36229 0.09753 -5.29512
S -0.35290 -0.27317 -1.32762
O -0.31495 -1.67927 -0.89699
O -1.29624 0.41913 -0.40104
N 1.02208 0.44918 -1.06414
C 2.28485 -0.30155 -0.94570
C 2.22011 -0.64168 0.54343
O 2.19659 0.30904 1.37334
O 1.74556 -1.76195 0.88299
H -3.18713 0.79697 -7.08784
H -1.86159 -0.24365 -7.62418
H -1.59798 1.48513 -7.43075
H -3.65376 0.68826 -4.76827
H -2.93850 0.31004 -2.41846
H 1.07924 -0.32520 -3.75728
H 0.35903 0.04232 -6.10072
H 3.11077 0.36089 -1.18872
H 2.31282 -1.21956 -1.53257
```

Its HOMO energy (alpha / beta) is -11.63 / -11.65 eV. For the largest force on an atom, the calculation gives 4.2 eV Å⁻¹. The spin multiplicity is 8. The calculation puts the energy relative to the best compared isomer or geometry (same formula, charge and spin) at 15.2 kcal/mol. For the frontier orbital gap (alpha / beta), the calculation gives 7.27 / 7.32 eV. Its net charge is +1.

5.
Entry from the OMol25 dataset: a molecular structure, C16H14HgNOS (wB97M-V/def2-TZVPD).

Structure (XYZ):
```
34
C16H14HgNOS (wB97M-V/def2-TZVPD)
Hg 0.31990 0.33412 0.02307
S -4.24423 -1.73444 -0.09240
C -3.29672 -3.20223 -0.04654
C -3.70987 -4.52032 -0.09586
C -2.76233 -5.54760 -0.04568
C -1.40858 -5.21266 0.06958
C -0.98118 -3.89500 0.12279
C -1.92183 -2.84486 0.05505
N -1.63805 -1.53008 0.08540
C -2.76421 -0.76139 0.01647
C -2.80328 0.66338 0.01758
C -4.04849 1.35108 -0.05228
C -4.09501 2.74141 -0.06235
C -2.92040 3.48342 0.00059
C -1.69020 2.79482 0.07511
C -1.57897 1.42040 0.08847
H -4.76687 -4.75779 -0.16814
H -3.07268 -6.58348 -0.09373
H -0.67090 -6.00563 0.12290
H 0.06770 -3.64352 0.22228
H -4.98034 0.79553 -0.10442
H -5.05511 3.24270 -0.12843
H -2.94937 4.56771 -0.01366
H -0.78176 3.39464 0.13131
C 3.41943 1.82961 -0.10974
O 2.91208 1.11503 0.99778
C 2.30191 -0.16415 0.76567
C 3.09816 -0.94170 -0.28255
H 2.81809 1.61948 -1.00387
H 4.47110 1.59503 -0.31445
H 3.33294 2.89789 0.12173
H 4.15519 -0.97124 0.05871
H 3.11376 -0.58102 -1.31696
H 2.71840 -1.96888 -0.30002
```

Its HOMO energy (alpha / beta) is 1.50 / 1.20 eV. For the largest force on an atom, the calculation gives 1.4 eV Å⁻¹. The spin multiplicity is 2. The calculation puts the energy relative to the best compared isomer or geometry (same formula, charge and spin) at 3.7 kcal/mol. For the frontier orbital gap (alpha / beta), the calculation gives 3.42 / 3.68 eV. Its net charge is -2.

6.
Entry from the OMol25 dataset: a single C16H14N2O3 molecule (wB97M-V/def2-TZVPD).

Structure (XYZ):
```
35
C16H14N2O3 (wB97M-V/def2-TZVPD)
O 1.18184 3.17115 -0.13581
C 1.41222 1.99572 -0.24975
O 0.48516 1.09576 -0.64593
C -0.80961 1.61233 -0.91658
C -1.56212 1.95867 0.38215
O -2.95442 1.84242 0.23746
C -3.52398 0.59972 0.20720
C -2.84272 -0.60506 0.34144
C -3.54510 -1.79935 0.30894
C -4.91655 -1.81221 0.14109
C -5.59623 -0.61135 0.00608
C -4.90922 0.58393 0.03817
C 2.69746 1.34187 0.01212
N 3.74168 2.04103 0.41818
N 4.75078 1.19954 0.58306
C 4.40526 -0.08513 0.29158
C 5.13009 -1.27272 0.32449
C 4.46225 -2.41884 -0.03923
C 3.11519 -2.39276 -0.42620
C 2.39390 -1.22288 -0.46073
C 3.04422 -0.04303 -0.09524
H -1.33459 0.82065 -1.45579
H -0.72719 2.49917 -1.55199
H -1.38137 3.00111 0.65301
H -1.19198 1.31988 1.19529
H -1.77234 -0.63443 0.47300
H -3.00458 -2.72870 0.41549
H -5.45314 -2.74829 0.11528
H -6.66812 -0.60739 -0.12450
H -5.42073 1.52804 -0.06243
H 5.64428 1.54811 0.89285
H 6.16717 -1.28800 0.62196
H 4.98404 -3.36401 -0.02901
H 2.63897 -3.32114 -0.70394
H 1.35948 -1.20384 -0.76170
```

Its HOMO energy is -8.61 eV. For the largest force on an atom, the calculation gives 0.8 eV Å⁻¹. As for the structure (SMILES): O=C(OCCOc1ccccc1)c1n[nH]c2ccccc12. The calculation puts the energy relative to the best compared isomer or geometry (same formula, charge and spin) at 32.7 kcal/mol. For the frontier orbital gap, the calculation gives 8.99 eV.